ORCA calculation (the ωB97M-V functional and the def2-TZVPD basis) on a 12-piece molecular cluster, C45H126N9O30P3S9 overall.

XYZ file:
```
222
Properties=species:S:1:pos:R:3:forces:R:3
C 5.4784 -2.5240 5.2454 -0.246 1.483 -0.536
N 4.7094 -1.2715 4.9201 -0.927 1.400 0.819
C 4.0462 -1.1287 3.5834 0.619 -0.311 0.434
P 5.0780 0.1600 5.8068 0.737 1.029 -0.022
O 4.4280 1.4803 5.3930 0.749 -2.775 -0.021
N 4.8048 -0.2745 7.4228 0.030 0.620 1.161
C 5.0907 0.8003 8.4321 0.342 -0.968 0.184
C 3.5860 -1.0075 7.6654 -1.077 -0.780 -0.517
N 6.7757 0.3555 5.8496 -0.805 0.272 -0.496
C 7.6832 -0.4447 6.6828 0.313 1.006 0.658
C 7.4046 1.5649 5.2106 -0.375 -1.571 -0.081
H 5.0358 -3.4210 4.8123 0.021 0.328 -0.581
H 5.5062 -2.7617 6.3088 -0.030 0.566 0.158
H 6.4831 -2.2906 4.8930 0.264 -0.892 -0.014
H 3.4109 -1.9987 3.4168 0.203 -0.047 -0.114
H 4.7652 -0.9821 2.7775 0.205 -0.532 -0.049
H 3.4021 -0.2592 3.4526 -0.025 0.124 0.918
H 4.3543 1.5999 8.5125 0.184 0.392 -0.918
H 5.0816 0.4532 9.4653 -0.204 -1.047 -0.073
H 6.1385 1.0890 8.3493 -0.291 0.684 -0.536
H 2.6988 -0.4300 7.4054 -0.255 0.052 -0.467
H 3.6310 -1.9248 7.0784 -0.385 0.200 -0.289
H 3.3043 -1.3895 8.6467 1.140 0.467 0.663
H 8.4557 -1.0483 6.2064 -0.208 0.034 -0.771
H 8.2337 0.2884 7.2723 0.349 0.064 0.224
H 7.2364 -1.0871 7.4416 -0.666 0.107 -0.411
H 6.7489 2.0521 4.4889 -0.343 -0.177 0.362
H 8.2297 1.1685 4.6188 0.409 0.330 0.150
H 7.7331 2.3029 5.9424 0.103 -0.100 0.111
C -6.7037 3.7731 -0.1385 0.147 0.296 -0.690
N -5.2634 3.6193 0.1000 0.823 0.485 -0.835
C -4.8064 2.3252 0.6500 -0.574 0.323 -0.507
P -4.1887 4.7119 -0.7274 0.710 -2.430 0.476
O -4.8915 5.7774 -1.4671 -0.044 -0.296 0.319
N -3.2930 5.3021 0.5603 1.207 -0.891 -0.589
C -2.2670 4.5375 1.2833 -0.326 0.071 0.040
C -3.7648 6.5551 1.1156 0.425 -0.151 -0.100
N -3.0159 3.7457 -1.6531 -2.529 0.104 1.975
C -3.4209 2.6476 -2.5577 -0.066 0.760 -0.456
C -1.8121 4.4162 -2.0381 0.416 -0.503 -0.212
H -6.9950 4.8233 -0.1208 0.228 0.065 0.199
H -7.3415 3.2559 0.5784 0.412 -0.205 0.193
H -6.9749 3.4528 -1.1444 -0.163 -0.385 -0.093
H -3.7244 2.1939 0.6588 -0.083 0.364 -0.145
H -5.2106 1.5085 0.0519 -0.063 -0.199 -0.125
H -5.1775 2.1779 1.6643 -0.002 0.152 0.150
H -2.6709 3.6412 1.7540 -0.055 -0.087 0.065
H -1.4126 4.2291 0.6809 -0.127 0.022 -0.381
H -1.8415 5.1373 2.0878 -0.179 0.232 -0.048
H -4.8533 6.5363 1.1696 -0.002 0.513 -0.218
H -3.3974 6.6846 2.1336 0.092 -0.082 -0.033
H -3.3272 7.3178 0.4715 -0.704 0.666 0.311
H -2.5727 2.2227 -3.0945 0.549 -0.301 0.826
H -4.0231 1.8631 -2.0995 0.161 0.164 0.239
H -3.9394 3.0065 -3.4468 -0.741 0.418 0.077
H -0.9569 3.8347 -1.6938 0.357 -0.065 0.140
H -1.7377 5.4103 -1.5974 -0.065 0.071 -0.386
H -1.7650 4.3713 -3.1262 0.218 0.793 -0.212
C 1.0357 -0.9203 1.2462 -0.988 -0.454 -2.210
N -0.0685 -0.3824 0.3759 -0.760 -0.057 1.187
C -0.1043 1.1091 0.2381 -0.008 -1.299 -1.077
P -0.6470 -1.4011 -0.8805 -1.013 1.678 -1.052
O -0.7427 -2.8670 -0.5917 1.446 1.160 0.050
N -2.1860 -0.7841 -1.2644 -0.123 0.217 0.166
C -3.2440 -0.8142 -0.1913 1.991 0.290 -0.585
C -2.7743 -1.0531 -2.6129 0.877 0.957 1.199
N 0.2419 -0.9301 -2.2806 -0.489 -1.618 0.357
C 1.3581 -1.7816 -2.7723 -1.275 0.177 1.405
C 0.3530 0.4026 -2.8266 -0.480 0.026 -0.390
H 1.7673 -1.1471 0.4707 1.234 0.048 0.816
H 0.7369 -1.8802 1.6674 -0.144 0.122 0.300
H 1.3614 -0.2174 2.0131 -0.092 0.010 -0.270
H -1.1134 1.3566 -0.0917 -0.052 0.386 0.307
H 0.5613 1.4325 -0.5622 0.187 0.103 -0.014
H 0.2208 1.6549 1.1238 -0.396 -0.450 0.331
H -3.2848 -1.7816 0.3093 -0.447 -0.193 -0.256
H -2.9089 -0.1129 0.5730 -0.403 0.195 0.115
H -4.1562 -0.4954 -0.6955 -0.144 -0.170 0.502
H -2.0423 -0.7459 -3.3598 0.008 -0.714 -0.198
H -3.1297 -2.0825 -2.6584 0.049 -0.020 -0.457
H -3.5852 -0.3370 -2.7467 -0.323 -0.237 0.079
H 2.1300 -1.7049 -2.0065 0.824 -0.013 -0.483
H 1.0233 -2.8189 -2.7690 0.073 -0.071 -0.339
H 1.6372 -1.4240 -3.7634 0.249 -0.285 0.139
H 1.2839 0.8749 -2.5127 0.006 0.324 0.056
H -0.5233 1.0295 -2.6615 0.100 -0.005 0.573
H 0.3565 0.3210 -3.9135 0.261 -0.057 -0.189
C 1.8379 -4.0079 4.3735 -0.446 1.884 2.431
C 2.2262 -4.6256 3.1191 -0.325 -0.425 -0.426
O 0.9685 -4.6397 2.3921 -0.432 -1.748 -2.189
S 0.9811 -5.6543 1.0670 -0.060 -0.873 -1.759
C 2.0835 -4.7567 -0.1764 -1.042 -0.035 2.048
O 1.7356 -6.8443 1.4333 -0.799 1.037 0.058
O -0.3652 -5.8266 0.4954 2.414 0.896 1.801
H 2.6073 -3.9080 5.1391 0.688 0.131 -0.433
H 1.0772 -4.4889 4.9883 -0.369 -0.523 -0.711
H 1.4686 -3.0050 4.1590 -0.086 0.124 0.290
H 2.8572 -3.9623 2.5274 0.592 -0.320 0.218
H 2.6345 -5.6153 3.3234 -0.025 -0.068 -0.774
H 3.0032 -4.5785 0.3809 0.061 -0.041 -0.151
H 1.5571 -3.8146 -0.3296 0.034 -0.120 -0.562
H 2.2772 -5.3944 -1.0389 -0.441 0.081 0.163
C 7.7851 -0.0436 -5.5271 -0.887 0.722 0.256
C 6.3464 -0.4265 -5.8348 1.930 -0.622 -1.880
O 5.8191 -1.1285 -4.7419 -1.081 0.217 0.806
S 5.1448 -2.5426 -5.0226 -0.078 -0.940 0.719
C 4.9425 -3.0566 -3.3271 0.271 1.092 -1.172
O 3.8255 -2.3633 -5.5598 0.603 -0.008 -0.382
O 6.1488 -3.3585 -5.6453 -0.536 0.128 -0.408
H 8.4544 -0.8814 -5.3313 -0.223 -0.164 -0.531
H 7.8227 0.5559 -4.6176 0.069 0.444 -0.161
H 8.0199 0.5364 -6.4195 0.911 0.126 0.292
H 5.7639 0.3680 -6.3013 -0.498 0.431 1.221
H 6.4584 -1.0553 -6.7181 -0.263 -0.780 0.134
H 5.9468 -3.0752 -2.9040 -0.293 -0.325 0.236
H 4.4065 -4.0039 -3.3863 0.149 0.125 0.317
H 4.3489 -2.2209 -2.9566 -0.145 -0.449 0.625
C -3.3024 4.6137 -8.7567 -0.374 -1.250 -0.881
C -3.1731 3.2498 -8.0317 -0.784 0.978 0.255
O -1.9431 3.1863 -7.3210 1.283 -1.872 1.675
S -1.7580 1.7536 -6.4508 -0.947 -1.555 -0.390
C -0.5922 0.7229 -7.4899 -0.428 0.729 0.552
O -1.0608 2.0582 -5.2075 -1.023 0.096 -1.570
O -3.0648 1.0211 -6.4187 3.007 2.109 -0.010
H -3.9134 5.3482 -8.2320 0.599 0.030 0.338
H -3.8847 4.3962 -9.6521 -0.244 -0.041 -0.117
H -2.3774 4.9924 -9.1913 0.165 0.122 0.591
H -3.9480 3.2084 -7.2663 -0.316 -0.250 -0.349
H -3.2352 2.3628 -8.6622 -0.209 0.314 -0.333
H -0.3158 -0.1474 -6.8947 -0.435 0.042 0.216
H 0.3293 1.2690 -7.6916 -0.289 0.350 -0.002
H -1.0846 0.3918 -8.4042 -0.115 0.223 0.156
C -2.3125 1.5295 7.8938 1.037 0.745 -0.848
C -1.4696 0.4244 7.2524 0.489 0.625 1.772
O -1.7357 0.4898 5.8882 -0.050 -0.868 -3.477
S -0.5725 0.1465 4.7168 0.485 -0.615 1.081
C 0.6079 1.5329 5.0075 -0.366 -0.536 0.433
O 0.1228 -1.1138 5.1125 -1.739 2.702 -1.042
O -1.1846 0.3097 3.3977 0.697 -0.446 2.555
H -3.2927 1.5064 7.4176 -0.123 -0.034 0.408
H -1.8312 2.4607 7.5952 -0.299 0.345 0.068
H -2.3341 1.5251 8.9836 -0.166 -0.373 -0.125
H -0.3938 0.5842 7.3245 0.044 -0.057 0.878
H -1.7726 -0.4594 7.8138 0.272 -0.844 -0.953
H 1.2566 1.2383 5.8325 0.361 -0.379 -0.465
H 0.1648 2.4545 5.3849 -0.676 -0.149 -0.523
H 1.1315 1.7105 4.0681 0.096 -0.160 0.204
C 4.2577 2.4785 1.9044 0.359 -0.690 -1.020
C 5.5390 1.9425 1.2105 -0.354 0.911 1.172
O 5.4633 0.5295 0.9868 -0.874 -1.005 -1.691
S 4.8293 0.0552 -0.4692 0.504 -0.364 0.724
C 6.3052 0.3135 -1.5378 -0.845 -0.085 1.072
O 4.5092 -1.3626 -0.3680 0.709 1.786 0.088
O 3.7811 0.9750 -0.8537 0.882 -0.558 0.163
H 4.4078 3.4677 2.3369 0.037 -0.093 -0.054
H 3.9135 1.7777 2.6650 0.312 0.144 0.215
H 3.4909 2.4981 1.1299 -0.172 0.303 0.109
H 5.7662 2.4908 0.2963 -0.193 -0.076 -0.158
H 6.4060 2.0690 1.8588 0.007 -0.118 0.060
H 6.4199 1.3959 -1.5965 -0.311 -0.093 -0.679
H 6.0738 -0.2513 -2.4409 0.209 0.507 -0.221
H 7.2215 -0.0276 -1.0560 -0.353 -0.501 0.153
C -4.8126 -4.6986 -0.2038 -0.352 0.338 0.849
C -5.3977 -3.5097 -0.9621 0.547 0.172 -0.554
O -6.7990 -3.6898 -1.2674 -1.325 0.757 -0.633
S -7.6671 -2.3578 -1.7031 -1.212 -0.054 1.679
C -8.0561 -1.6848 0.0257 0.096 -1.302 -2.451
O -6.8464 -1.3409 -2.3114 0.191 -0.783 -0.253
O -8.9014 -2.7965 -2.3618 2.378 0.340 1.187
H -5.3438 -4.8129 0.7411 -0.372 -0.081 -0.071
H -3.8151 -4.4495 0.1585 0.255 0.184 -0.461
H -4.7638 -5.6822 -0.6710 -0.209 0.324 -0.465
H -5.2554 -2.5874 -0.3989 -0.130 -0.172 0.309
H -4.9294 -3.3162 -1.9272 0.317 -0.226 0.034
H -7.0934 -1.4613 0.4856 -0.275 0.053 0.082
H -8.5958 -2.5249 0.4629 0.010 0.401 0.377
H -8.6795 -0.8274 -0.2276 0.093 0.002 0.463
C -2.5767 -5.0928 -2.8710 0.595 -0.352 -1.300
C -1.9660 -4.2641 -4.0804 -0.387 0.185 1.809
O -3.0997 -4.2598 -4.9648 0.693 1.525 -2.400
S -3.1160 -3.1150 -6.2115 -1.040 0.271 0.202
C -4.6201 -2.2157 -5.6044 0.938 -0.975 -0.557
O -1.9565 -2.2023 -6.1340 -1.676 -2.015 -0.076
O -3.4814 -3.8015 -7.4601 1.079 1.107 2.291
H -2.7332 -6.0740 -3.3192 0.185 -0.318 0.147
H -3.6010 -4.8214 -2.6153 0.273 0.713 -0.145
H -2.0085 -5.2324 -1.9513 0.357 0.429 -0.254
H -1.6236 -3.2480 -3.8848 -0.680 0.275 0.570
H -1.0403 -4.6309 -4.5237 -0.383 -1.083 -0.219
H -4.4209 -1.8556 -4.5951 0.064 0.207 -0.295
H -5.4133 -2.9626 -5.5726 0.085 0.018 -0.057
H -4.8497 -1.4511 -6.3467 0.152 0.094 0.262
C -4.4262 -1.7544 7.1272 -0.373 0.758 1.045
C -3.8001 -2.6193 6.0759 0.110 -0.745 0.082
O -4.2790 -2.2327 4.8144 -0.659 -0.521 -3.351
S -4.1425 -3.3410 3.5131 1.505 1.233 0.989
C -2.2716 -3.3836 3.2208 -1.499 0.345 0.471
O -4.6534 -4.6042 3.9519 0.296 0.181 0.122
O -4.7299 -2.7048 2.3665 0.153 0.083 0.779
H -5.4974 -1.9224 7.2389 -0.078 -0.026 -0.485
H -4.2677 -0.6814 7.0192 0.013 -0.007 -0.578
H -4.0678 -1.9330 8.1410 0.482 -0.527 -0.071
H -2.7164 -2.5338 5.9963 0.200 -0.159 0.679
H -4.1372 -3.6450 6.2259 0.458 -0.239 0.294
H -2.0149 -2.3801 2.8813 -0.109 -0.066 -0.199
H -2.0779 -4.1465 2.4667 -0.097 0.070 0.025
H -1.7251 -3.5744 4.1444 -0.279 -0.232 0.012
C 2.0080 3.9222 -2.4404 0.639 0.325 0.654
C 1.4196 3.9663 -3.8381 -1.095 -0.748 0.681
O 1.3129 5.2948 -4.3392 0.982 1.541 -2.001
S 1.3899 5.5860 -5.9891 -1.674 0.851 1.698
C -0.2104 6.4423 -6.2027 0.210 -0.351 0.691
O 2.4452 6.5088 -6.2565 0.058 -0.333 0.212
O 1.2804 4.3358 -6.6577 0.368 -0.574 -0.281
H 1.4195 4.3475 -1.6275 -0.526 0.281 -0.394
H 2.9675 4.4313 -2.3487 0.165 0.035 -0.380
H 2.1877 2.9026 -2.0997 -0.024 -0.228 -0.405
H 1.9608 3.2869 -4.4966 -0.024 0.270 -0.171
H 0.3724 3.6697 -3.7787 0.147 -0.748 -0.077
H -0.2360 7.4422 -5.7695 0.497 -0.089 -0.010
H -0.9307 5.8429 -5.6460 -0.023 -0.143 -0.234
H -0.4872 6.4949 -7.2556 0.333 -0.226 0.042
```
Positions in Å, forces in eV/Å.

Spin multiplicity: 1
Total energy in eV: -248922.7412
HOMO level in eV: -8.128
SMILES: CN(C)P(=O)(N(C)C)N(C)C.CN(C)P(=O)(N(C)C)N(C)C.CN(C)P(=O)(N(C)C)N(C)C.CCOS(C)(=O)=O.CCOS(C)(=O)=O.CCOS(C)(=O)=O.CCOS(C)(=O)=O.CCOS(C)(=O)=O.CCOS(C)(=O)=O.CCOS(C)(=O)=O.CCOS(C)(=O)=O.CCOS(C)(=O)=O
Molar mass in Da: 1655.1

Löwdin atomic charge list, values in e, 4 entries:
1. C -0.08
2. N -0.28
3. C -0.07
4. P 0.62